Molecular formula: C24H59Cl8HfN2O15S2
Method: DFT, the ωB97M-V functional and the def2-TZVPD basis

Its charge is -1. The HOMO energy comes out at -4.9 eV. The value obtained for the total energy is -6713.06595 Eh. The gap between HOMO and LUMO is 1.8195 eV.

The geometry in XYZ format:
```
111
Properties=species:S:1:pos:R:3:forces:R:3:lowdin_charge:R:1
H 0.493560 1.137649 -2.720720 0.28 0.55 0.11 0.0831
O 4.712500 0.852502 6.976479 -0.16 -0.55 -0.07 -0.2825
H -0.136374 -1.834265 -2.883104 0.46 -0.04 0.07 0.0590
H 3.072244 -8.648167 6.787942 0.04 0.34 0.01 0.0785
C 6.830463 -5.861079 0.865098 0.33 0.43 0.67 -0.1372
H -4.419267 -5.155738 -0.171864 0.36 -0.30 0.00 0.0767
N 2.880264 -7.039902 2.352054 0.71 0.58 0.08 -0.0708
O -0.034120 4.855549 5.853355 -1.33 -1.24 1.32 -0.2314
C 6.675860 2.902215 -0.790764 -0.54 0.52 0.96 -0.6604
H 2.681889 -9.031750 1.741043 0.04 -0.43 -0.49 0.1100
H 6.717368 -2.156793 -7.385397 0.44 0.57 -0.59 0.0650
H 1.585569 -0.212229 -2.331736 0.74 0.12 0.01 0.0984
H -5.433767 -3.290049 -0.915530 0.05 0.24 -0.27 0.0764
H -5.207545 4.018151 5.838325 0.44 0.10 0.78 0.1246
H 1.883368 -6.942925 2.482038 -0.04 -0.16 0.33 0.1106
C -7.188433 6.634477 1.640651 0.98 -0.25 -0.77 -0.0666
C -3.950138 1.959971 6.964532 0.75 0.41 -0.18 -0.1219
H -6.303035 -4.910526 -8.301535 0.41 0.24 0.07 0.0750
C -5.657411 3.242941 3.995055 -0.03 -1.00 -0.67 -0.2135
O 4.076491 -1.512924 6.634179 0.08 0.28 0.61 -0.2782
H -2.926065 5.998981 -7.861994 0.03 -0.15 -0.02 0.0763
H -4.800316 2.085211 7.635080 -0.11 -0.38 0.03 0.0850
H -3.218199 2.725828 7.221109 0.17 0.04 0.38 0.0903
H -7.142343 7.623090 2.097385 0.48 -0.39 0.53 0.0829
C -0.633810 8.960819 -1.215882 0.89 -0.02 0.54 -0.6745
H -6.290260 2.645771 5.978253 -0.07 -0.31 0.04 0.1220
O -4.843411 -5.249993 -1.027901 -0.07 -0.42 0.75 -0.1025
C 6.034642 4.204373 -0.248937 -0.56 -1.52 -0.92 -0.7067
H 3.850742 -2.630169 -7.692694 -0.20 -0.64 0.06 0.0671
H -0.065263 -0.575616 -4.136070 -0.33 -0.03 -0.12 0.0610
H -3.937923 4.049475 1.232033 0.34 -0.13 0.31 0.1056
H 3.089945 -10.116975 3.759675 0.76 -0.33 -0.04 0.1054
H -4.481872 4.711607 3.400155 0.59 0.40 0.34 0.0968
C 3.019756 -9.031112 3.823484 -0.18 0.24 -0.08 -0.2294
H -1.198040 6.215809 -8.214199 -0.07 -0.06 -0.13 0.0738
O 2.406907 0.229414 6.987168 -2.65 0.44 1.22 -0.2094
S 0.860724 5.783070 5.150734 1.65 2.68 1.87 0.1988
C 4.780717 -2.728184 -7.132662 -1.42 1.19 -0.48 -0.7356
C 5.782835 -1.915308 -7.891795 0.36 -0.59 0.58 -0.6635
H -4.943958 -4.777010 -5.786164 -0.17 -0.03 -0.03 0.0709
Cl -2.291859 4.986804 -9.906520 -0.44 0.46 -0.69 0.5327
C -2.027992 5.509656 -8.239003 0.32 -0.29 -0.04 -0.6588
N -4.472450 3.715250 3.234958 -1.29 -0.37 -0.41 -0.0415
S 3.738489 -0.106175 6.500076 2.97 -0.91 1.57 0.1792
C -0.280288 -0.773002 -3.085874 -0.42 -0.48 0.49 -0.1252
C -5.979617 4.597151 1.269799 1.24 -1.39 -1.17 -0.2558
H 6.722776 -5.060167 0.133633 0.47 -0.27 -0.62 0.0882
H -6.495535 3.907350 3.784790 -0.25 0.32 0.64 0.1112
C 3.280924 -8.412463 2.408694 -0.54 -0.83 1.91 -0.2138
C 3.828498 -9.097959 6.144624 -0.52 0.16 -1.10 -0.0825
H 7.571525 -5.542777 1.598317 -0.17 0.19 0.18 0.0871
H 7.703105 2.781611 -0.446782 -0.09 0.07 -0.15 0.0640
C -5.856396 -4.288065 -1.031515 -0.61 1.08 -0.92 -0.1972
Cl -1.284109 8.768273 -2.826514 -0.68 0.19 -0.95 0.5436
H -6.666684 -4.320825 -0.303188 0.16 -0.79 0.52 0.0712
Cl 1.869743 9.084634 -2.296035 0.51 0.22 -0.38 0.5680
H -1.358684 4.547915 -6.455763 -0.11 0.06 0.04 0.0701
H 2.447889 -6.756265 0.366937 0.37 -0.13 -0.92 0.1109
O 3.366168 0.087099 5.112817 -0.91 0.88 -3.66 -0.1945
H -6.358083 -4.367993 -1.995887 0.12 0.20 -0.09 0.0754
H 5.147024 4.379176 -0.856956 -0.08 0.03 0.18 0.0562
H -6.016435 2.296034 3.591865 0.37 -0.30 -0.35 0.1156
H 6.070969 2.080996 -0.406318 0.10 -0.11 -0.21 0.0702
Cl -0.348239 3.346539 -8.144888 0.34 -0.12 -0.07 0.5337
H 1.181760 8.259352 -0.207999 0.00 0.36 -0.02 0.0772
H -1.328378 8.430963 -0.564005 0.32 0.08 0.22 0.0709
H -8.107408 6.129789 1.938786 0.29 -0.42 0.48 0.0805
H 4.810286 -9.036142 6.614051 -0.01 0.37 -0.27 0.0811
H -1.321494 -0.622840 -2.800504 -0.19 0.36 -0.49 0.0595
H -2.524096 3.577021 -7.345345 -0.04 0.19 -0.22 0.0698
H 0.549326 7.274338 -1.484013 0.55 -0.03 -0.38 0.0655
O 3.840932 -8.462589 4.829710 0.48 -0.76 0.74 -0.1801
O -5.939127 5.869407 1.822060 -1.94 1.45 1.35 -0.1899
H 4.829956 -7.575696 0.270693 0.39 -0.03 0.10 0.1119
Hf -0.570371 1.070297 4.203208 0.70 0.43 0.29 1.1489
C -5.394148 3.007829 5.474278 0.23 1.35 -1.20 -0.2437
Cl 5.830693 -2.459529 -9.597588 0.20 0.33 0.20 0.5281
C 0.568149 0.166033 -2.232353 -0.92 -0.42 1.68 -0.4629
H -3.476661 0.980454 7.031376 -0.19 -0.04 0.33 0.0780
Cl 7.072407 5.570630 -0.483112 0.67 0.90 0.12 0.5697
O 0.159860 6.991397 4.777600 0.09 -0.24 -0.29 -0.3121
H -0.583623 10.017150 -0.951808 -0.12 -0.07 -0.11 0.0698
H -6.904880 -4.296981 -6.748124 -0.11 0.03 -0.07 0.0738
H -7.342371 6.874455 0.588601 0.25 -0.27 -0.39 0.0772
C 0.757690 8.308789 -1.210907 -1.47 -0.75 1.11 -0.7206
C 3.186067 -6.389946 1.080383 -0.01 0.00 0.92 -0.2006
H 4.340114 -8.543293 2.187107 -0.05 0.19 -0.04 0.1157
H 5.516466 -0.860176 -7.829818 0.22 -0.09 -0.22 0.0804
O 1.127283 4.840320 4.074400 0.57 -1.42 -2.43 -0.2212
H 2.953705 -5.334023 1.218718 0.26 0.14 -0.08 0.1197
Cl 5.268790 -4.394055 -6.962138 -0.01 -0.48 0.21 0.5766
O -4.285723 2.154245 5.612720 -0.87 -0.23 -0.15 -0.2431
H -4.930266 2.635467 1.442240 -0.24 -0.03 0.18 0.1105
Cl 6.636146 2.848764 -2.566671 0.12 -0.02 -0.01 0.5268
C -6.274410 -5.050055 -7.220866 -0.02 -0.34 0.41 -0.1677
O 2.112099 6.032426 5.894328 -1.18 -0.25 -0.65 -0.2821
O 5.595142 -5.988004 1.503279 -1.44 -1.37 -0.25 -0.1776
H -6.690188 -6.041865 -7.043329 -0.26 -0.06 0.14 0.0691
H -6.947568 4.097182 1.235027 -0.36 0.14 0.75 0.1080
H 3.569925 -10.156478 6.117119 0.03 -0.23 -0.46 0.0719
H 5.712686 4.084044 0.785454 0.37 0.12 0.03 0.0800
C -1.690136 4.270055 -7.456273 -0.02 -0.09 1.15 -0.6980
H 7.209441 -6.818588 0.507815 -0.13 -0.03 -0.64 0.0854
H 1.970827 -8.937406 4.104667 -0.45 0.61 -0.06 0.1098
O 0.223191 0.189692 -0.875083 0.33 0.00 -1.55 -0.2298
H -5.733052 4.740843 0.217819 -0.03 -0.33 -0.50 0.1087
H 4.558249 -2.254694 -6.176412 0.41 -0.30 0.25 0.0818
C 4.626699 -6.548914 0.574852 -0.59 1.58 0.67 -0.2072
O -4.945512 -5.004518 -6.718808 0.16 0.17 -0.51 -0.1213
H 4.629744 -5.879916 -0.285695 0.25 -0.29 -0.57 0.1130
C -4.783251 3.655782 1.796416 -0.52 1.50 -0.36 -0.1789
```
Forces are in eV/Å.